Record 1
Computed, not measured: a cluster of 3 separate species, C17H43BFI2N7O4P2 in total in a non-equilibrium geometry, with ωB97M-V with the def2-TZVPD basis set.

Element x y z (Å)
C -2.292 -0.313 -1.932
N -1.738 -1.534 -1.364
C -2.801 -2.307 -0.714
P -0.167 -1.792 -0.701
O -0.109 -3.217 -1.305
N 1.003 -1.203 -1.843
C 0.773 -0.125 -2.795
C 1.874 -2.196 -2.497
N -0.234 -0.155 -0.006
C 1.086 0.258 0.543
C -1.146 -0.029 1.154
H -2.471 0.475 -1.196
H -3.252 -0.505 -2.424
H -1.675 0.101 -2.725
H -2.999 -1.954 0.302
H -2.528 -3.363 -0.644
H -3.746 -2.270 -1.268
H 0.150 -0.450 -3.632
H 1.725 0.230 -3.217
H 0.336 0.761 -2.326
H 1.336 -2.732 -3.292
H 2.253 -2.922 -1.773
H 2.756 -1.727 -2.945
H 1.423 -0.442 1.318
H 1.034 1.264 0.976
H 1.869 0.315 -0.217
H -0.951 -0.810 1.897
H -2.196 -0.080 0.869
H -1.038 0.949 1.639
C -2.651 6.487 2.344
N -2.097 5.265 2.912
C -3.160 4.492 3.562
P -0.526 5.007 3.576
O -0.468 3.583 2.971
N 0.644 5.597 2.433
C 0.414 6.674 1.481
C 1.515 4.603 1.780
N -0.593 6.644 4.271
C 0.727 7.057 4.819
C -1.505 6.770 5.430
H -2.830 7.274 3.080
H -3.611 6.294 1.852
H -2.034 6.900 1.551
H -3.358 4.845 4.578
H -2.887 3.436 3.632
H -4.105 4.530 3.008
H -0.209 6.349 0.644
H 1.366 7.029 1.059
H -0.023 7.560 1.950
H 0.977 4.067 0.984
H 1.894 3.877 2.503
H 2.397 5.072 1.331
H 1.065 6.357 5.594
H 0.675 8.063 5.252
H 1.510 7.114 4.060
H -1.310 5.989 6.173
H -2.555 6.719 5.145
H -1.397 7.748 5.915
O -0.090 -9.000 -7.059
C 0.507 -8.902 -5.839
F -0.295 -9.415 -4.693
N 1.868 -8.247 -5.748
C 2.628 -8.641 -4.501
O 2.582 -9.934 -4.074
B 3.573 -7.619 -3.626
I 5.710 -7.374 -4.226
C 3.048 -6.740 -2.297
C 1.823 -7.458 -1.483
C 0.323 -6.899 -1.813
I 0.074 -5.911 -3.744
H 1.832 -7.213 -5.896
H 3.986 -6.752 -1.558
H 2.877 -5.600 -2.550
H 2.016 -7.234 -0.326
H 1.819 -8.648 -1.559
H -0.017 -6.187 -0.946
H -0.397 -7.851 -1.830

Calculated values
SMILES = CN(C)P(=O)(N(C)C)N(C)C.CN(C)P(=O)(N(C)C)N(C)C.O=C(F)NC(=O)B(I)CCCI
gap between HOMO and LUMO = 6.8 eV
E_LUMO = -1.37 eV

Record 2
Computed, not measured: a cluster of 5 separate species, C47H77Br2Cl2N5O4 in total in a non-equilibrium geometry, with ωB97M-V with the def2-TZVPD basis set.

Element x y z (Å)
C 2.420 -0.737 4.103
C 1.297 0.264 4.555
Cl 0.834 0.265 6.294
C 0.671 1.084 3.677
Cl -0.634 2.228 4.180
C 1.041 1.049 2.179
C 2.164 1.853 1.652
Br 3.079 2.966 2.985
C 2.559 1.845 0.222
C 3.727 2.764 -0.235
C 4.634 2.165 -1.380
O 4.791 0.743 -1.344
C 1.766 0.974 -0.653
N 2.045 0.904 -2.062
C 0.661 0.149 -0.129
C 0.268 0.186 1.295
C -0.947 -0.688 1.766
O -1.039 -1.158 2.870
C -2.074 -0.866 0.682
C -3.534 -0.904 1.196
C -4.201 0.412 1.297
C -5.575 0.577 1.762
C -6.316 -0.630 2.152
C -5.677 -1.952 2.104
C -4.293 -2.098 1.620
C -1.694 -0.927 -0.642
C -2.791 -1.080 -1.780
C -2.223 -0.487 -3.169
O -1.992 0.676 -3.214
Br -1.904 -1.714 -4.712
C -0.177 -0.823 -1.030
O 0.327 -1.459 -1.923
H 2.949 -1.182 4.988
H 3.113 -0.160 3.439
H 1.956 -1.602 3.554
H 3.313 3.771 -0.521
H 4.409 2.967 0.642
H 4.147 2.433 -2.360
H 5.619 2.723 -1.384
H 4.995 0.536 -0.412
H 2.682 0.144 -2.299
H 1.179 0.871 -2.596
H -3.642 1.338 0.998
H -6.023 1.602 1.802
H -7.369 -0.473 2.484
H -6.302 -2.806 2.444
H -3.835 -3.117 1.581
H -3.657 -0.413 -1.524
H -3.124 -2.145 -1.910
C 3.551 4.775 -6.295
C 5.070 4.819 -6.382
N 5.733 3.905 -5.464
C 7.164 4.150 -5.337
C 8.036 3.942 -6.576
C 5.346 2.505 -5.563
C 5.523 1.807 -6.914
H 3.209 4.946 -5.272
H 3.120 5.555 -6.927
H 3.148 3.820 -6.641
H 5.376 5.841 -6.138
H 5.372 4.643 -7.424
H 7.561 3.540 -4.519
H 7.296 5.185 -5.001
H 8.184 2.886 -6.795
H 9.026 4.372 -6.402
H 7.623 4.430 -7.461
H 4.293 2.420 -5.275
H 5.876 1.928 -4.798
H 5.167 2.415 -7.748
H 4.949 0.877 -6.923
H 6.562 1.538 -7.098
C -7.531 -4.545 -1.595
C -6.011 -4.523 -1.680
N -5.361 -5.427 -0.743
C -3.928 -5.196 -0.619
C -3.054 -5.422 -1.836
C -5.765 -6.824 -0.813
C -5.595 -7.551 -2.149
H -7.871 -4.349 -0.575
H -7.950 -3.772 -2.242
H -7.945 -5.501 -1.922
H -5.692 -3.499 -1.455
H -5.710 -4.723 -2.718
H -3.540 -5.797 0.210
H -3.783 -4.156 -0.304
H -2.900 -6.477 -2.057
H -2.066 -4.991 -1.649
H -3.463 -4.933 -2.722
H -6.819 -6.890 -0.524
H -5.241 -7.390 -0.036
H -5.944 -6.956 -2.996
H -6.180 -8.474 -2.140
H -4.559 -7.835 -2.327
C 0.914 -6.011 8.561
C 0.042 -5.072 7.738
N 0.662 -4.643 6.494
C -0.033 -3.532 5.855
C -1.460 -3.776 5.358
C 1.102 -5.702 5.598
C 0.058 -6.714 5.119
H 1.895 -5.571 8.755
H 0.439 -6.208 9.525
H 1.057 -6.976 8.068
H -0.149 -4.189 8.355
H -0.932 -5.551 7.567
H 0.571 -3.160 5.021
H -0.064 -2.701 6.568
H -1.475 -4.376 4.448
H -1.929 -2.819 5.113
H -2.084 -4.261 6.110
H 1.906 -6.256 6.093
H 1.587 -5.256 4.723
H -0.582 -7.070 5.928
H 0.562 -7.587 4.696
H -0.574 -6.302 4.332
C 0.291 8.998 -1.228
C -0.255 7.577 -1.225
N 0.653 6.604 -0.637
C 0.267 5.221 -0.892
C -1.053 4.726 -0.297
C 1.101 6.885 0.720
C 0.036 7.046 1.806
H 1.269 9.044 -1.714
H -0.387 9.655 -1.777
H 0.387 9.402 -0.218
H -0.434 7.299 -2.269
H -1.236 7.574 -0.730
H 1.072 4.556 -0.563
H 0.219 5.084 -1.979
H -0.976 4.560 0.777
H -1.319 3.766 -0.749
H -1.879 5.414 -0.489
H 1.704 7.799 0.700
H 1.808 6.109 1.034
H -0.795 7.678 1.487
H 0.480 7.518 2.687
H -0.362 6.085 2.130

Calculated values
SMILES = C/C(Cl)=C(/Cl)c1c(Br)c(CCO)c(N)c2c1C(=O)C(c1ccccc1)=C(CC(=O)Br)C2=O.CCN(CC)CC.CCN(CC)CC.CCN(CC)CC.CCN(CC)CC
gap between HOMO and LUMO = 6.7 eV
E_LUMO = -1.23 eV

Record 3
Computed, not measured: a structure of composition C24H60CuN3O9S in a non-equilibrium geometry, with ωB97M-V with the def2-TZVPD basis set.

Element x y z (Å)
Cu 1.677 -5.025 -2.645
C 0.191 -0.362 0.172
C 0.818 -1.556 -0.525
O 0.589 -2.696 -0.096
O 1.532 -1.413 -1.538
H 0.964 0.174 0.722
H -0.589 -0.674 0.867
H -0.263 0.285 -0.579
C -5.013 -1.883 -1.490
C -5.540 -3.086 -0.644
C -6.948 -2.929 -0.161
O -5.457 -4.234 -1.431
H -5.602 -1.549 -2.345
H -4.061 -2.057 -1.990
H -4.969 -1.062 -0.775
H -4.925 -3.225 0.245
H -7.152 -1.890 0.097
H -7.115 -3.607 0.676
H -7.616 -3.203 -0.977
H -4.570 -4.329 -1.786
C 1.849 4.758 6.810
C 2.169 3.292 6.550
C 1.293 2.450 5.587
O 3.525 3.299 6.278
H 1.983 5.374 5.921
H 2.362 5.206 7.661
H 0.808 4.885 7.110
H 1.978 2.774 7.490
H 1.259 2.881 4.587
H 0.265 2.529 5.940
H 1.492 1.385 5.470
H 3.992 3.810 6.943
C -0.850 1.711 -6.731
C 0.408 2.406 -6.224
C 0.262 3.101 -4.874
O 1.528 3.731 -4.566
C 1.467 4.618 -3.527
N 1.306 1.253 -6.254
H -0.735 1.120 -7.640
H -1.520 2.510 -7.050
H -1.390 1.103 -6.005
H 0.759 3.151 -6.937
H -0.017 2.327 -4.158
H -0.489 3.884 -4.773
H 2.359 5.244 -3.542
H 1.382 4.153 -2.544
H 0.632 5.310 -3.629
H 2.076 1.390 -5.614
H 0.845 0.472 -5.810
C -5.715 0.910 3.935
C -5.705 2.237 3.160
C -4.273 2.525 2.584
O -4.329 3.828 1.849
C -3.067 4.184 1.253
N -6.598 1.954 1.976
H -6.666 0.713 4.429
H -4.873 0.892 4.627
H -5.361 0.061 3.349
H -6.045 3.081 3.760
H -3.893 1.699 1.983
H -3.649 2.671 3.465
H -2.375 4.338 2.081
H -3.137 4.916 0.449
H -2.606 3.389 0.667
H -6.459 2.619 1.229
H -7.567 1.944 2.261
C 6.817 2.610 -4.066
C 6.756 1.461 -3.038
C 7.959 1.341 -2.155
O 9.192 1.196 -2.863
C 10.356 1.498 -2.123
N 5.648 1.676 -2.201
H 7.800 2.555 -4.534
H 6.818 3.611 -3.635
H 6.045 2.587 -4.836
H 6.622 0.515 -3.564
H 7.918 0.466 -1.507
H 8.053 2.296 -1.637
H 10.471 2.581 -2.076
H 11.206 1.169 -2.720
H 10.386 1.103 -1.108
H 5.112 0.829 -2.078
H 4.998 2.284 -2.678
C -1.462 -7.327 3.330
C -2.323 -7.346 2.075
C -1.843 -8.513 1.172
S 0.045 -8.538 1.262
O 0.566 -7.730 0.116
O 0.559 -9.882 1.665
C 0.024 -7.499 2.784
H -1.773 -8.190 3.917
H -1.648 -6.368 3.813
H -2.311 -6.440 1.469
H -3.382 -7.496 2.285
H -2.227 -8.496 0.152
H -2.179 -9.468 1.574
H 0.331 -6.525 2.404
H 0.831 -7.730 3.480

Calculated values
gap between HOMO and LUMO (spin up / spin down) = 3.8 / 3.7 eV
<S²> = 0.762
E_LUMO (spin up / spin down) = -7.01 / -7.04 eV
spin multiplicity = 2
charge = +1

Record 4
Computed, not measured: a cluster of 3 separate species, C26H65N7O4P3 in total in a non-equilibrium geometry, with ωB97M-V with the def2-TZVPD basis set.

Element x y z (Å)
C 1.912 -3.211 2.463
P 0.682 -1.838 2.483
C 0.101 -1.757 0.731
C 1.647 -0.253 2.792
C 0.674 0.952 2.994
C -0.827 0.658 3.071
C -1.566 1.974 3.265
O -2.976 1.724 3.240
C 2.506 0.012 1.511
C 3.804 0.815 1.691
C 4.688 0.520 0.458
C 3.581 2.344 1.670
N 4.582 0.372 2.882
O 5.093 -0.794 2.649
C 3.820 0.325 4.161
C 4.726 -0.401 5.180
C 3.589 1.718 4.769
C 2.515 -0.489 4.045
H 1.916 -3.757 1.519
H 1.654 -3.916 3.250
H 2.939 -2.892 2.657
H 0.272 -0.785 0.271
H -0.961 -1.988 0.671
H 0.619 -2.516 0.146
H 0.935 1.440 3.936
H 0.806 1.693 2.206
H -1.212 0.244 2.139
H -1.056 -0.027 3.886
H -1.329 2.572 2.379
H -1.270 2.483 4.184
H -3.386 2.415 2.707
H 1.881 0.591 0.831
H 2.743 -0.916 0.990
H 5.725 0.796 0.634
H 4.631 -0.526 0.169
H 4.290 1.083 -0.385
H 4.376 2.805 2.259
H 2.650 2.645 2.143
H 3.621 2.732 0.659
H 5.765 -0.133 4.999
H 4.430 -0.159 6.198
H 4.674 -1.480 5.062
H 3.276 1.593 5.803
H 2.883 2.326 4.213
H 4.544 2.247 4.806
H 2.767 -1.534 4.205
H 1.899 -0.194 4.899
O -0.746 -4.696 -1.090
P -1.637 -5.630 -1.821
N -0.659 -6.346 -3.027
C -0.511 -5.837 -4.375
C 0.578 -6.899 -2.492
N -2.852 -4.553 -2.390
C -3.261 -4.436 -3.772
C -2.952 -3.273 -1.697
N -2.682 -6.914 -1.647
C -2.590 -8.205 -2.313
C -3.879 -6.735 -0.833
H -0.030 -6.602 -4.990
H 0.089 -4.919 -4.433
H -1.471 -5.660 -4.849
H 0.361 -7.636 -1.712
H 1.230 -6.134 -2.057
H 1.126 -7.416 -3.280
H -2.520 -3.912 -4.389
H -4.196 -3.874 -3.832
H -3.468 -5.415 -4.210
H -2.232 -2.532 -2.067
H -2.783 -3.392 -0.631
H -3.960 -2.872 -1.830
H -2.910 -8.132 -3.356
H -3.239 -8.922 -1.807
H -1.588 -8.623 -2.284
H -4.762 -6.607 -1.465
H -3.791 -5.859 -0.194
H -4.036 -7.595 -0.178
O -0.142 4.136 -0.586
P -0.781 4.965 -1.641
N -0.402 6.581 -1.239
C -1.235 7.437 -0.419
C 1.023 6.786 -1.010
N -2.431 4.507 -1.468
C -3.524 5.436 -1.276
C -2.668 3.250 -0.775
N -0.896 5.210 -3.284
C -0.631 6.451 -3.997
C -1.407 4.129 -4.119
H -0.886 8.468 -0.516
H -1.225 7.167 0.646
H -2.263 7.454 -0.768
H 1.598 6.486 -1.892
H 1.399 6.216 -0.154
H 1.223 7.844 -0.840
H -3.542 5.863 -0.265
H -4.475 4.922 -1.435
H -3.491 6.245 -2.009
H -2.648 3.369 0.317
H -1.913 2.513 -1.036
H -3.637 2.836 -1.065
H -1.454 7.160 -3.870
H -0.524 6.241 -5.063
H 0.293 6.928 -3.683
H -2.443 4.322 -4.412
H -1.378 3.178 -3.591
H -0.801 4.013 -5.020

Calculated values
gap between HOMO and LUMO (spin up / spin down) = 7.8 / 7.7 eV
<S²> = 0.754
E_LUMO (spin up / spin down) = 0.56 / 0.46 eV
spin multiplicity = 2

Record 5
Computed, not measured: a structure of composition C4H5O4 in a non-equilibrium geometry, with ωB97M-V with the def2-TZVPD basis set.

Element x y z (Å)
O -1.561 1.613 1.402
C -1.541 0.359 1.430
O -2.474 -0.397 1.769
C -0.184 -0.271 0.982
C -0.015 0.088 -0.497
C 1.241 -0.429 -1.183
O 2.107 -1.011 -0.604
O 1.178 -0.188 -2.492
H 0.594 0.286 1.507
H -0.105 -1.332 1.190
H -0.115 1.174 -0.515
H -0.864 -0.434 -0.985
H 1.738 0.543 -2.004

Calculated values
gap between HOMO and LUMO = 7.3 eV
E_LUMO = 3.15 eV
charge = -1

Record 6
Computed, not measured: an isolated molecule of C3H3N3O in a non-equilibrium geometry, with ωB97M-V with the def2-TZVPD basis set.

Element x y z (Å)
C -1.061 -0.622 -0.067
N -0.954 0.950 -0.181
C 0.442 0.870 -0.106
N 1.742 1.272 -0.050
O 2.429 0.016 -0.079
N 1.655 -1.057 -0.044
C 0.444 -0.551 -0.254
H -1.856 -1.372 -0.627
H -1.239 -0.941 1.084
H -1.601 1.436 0.324

Calculated values
SMILES = C1Nc2nonc21
gap between HOMO and LUMO = 10.1 eV
E_LUMO = 0.46 eV

What are the energy values for these records? In order: -2760.27607, -8480.04348, -3829.93603, -2737.85999, -456.39904, -355.41006 hartree.